Formula: C12H34O5
Source: the OMol25 dataset
Level of theory: ωB97M-V/def2-TZVPD

Structure (XYZ):
```
51
Properties=species:S:1:pos:R:3:mulliken_charge:R:1
C -11.726 3.338 -4.206 -0.866
C -10.989 2.212 -3.570 -0.032
O -11.846 1.533 -2.631 -0.549
H -11.038 3.733 -4.954 0.242
H -11.704 4.144 -3.473 0.310
H -12.710 3.029 -4.559 0.303
H -10.016 2.365 -3.102 0.391
H -10.812 1.419 -4.297 -0.062
H -12.654 1.413 -3.134 0.298
C -11.014 2.813 -8.931 -0.733
C -11.833 3.143 -10.184 -0.345
O -11.981 4.522 -10.311 -0.516
H -11.509 3.102 -8.004 0.235
H -10.042 3.307 -8.957 0.518
H -10.650 1.786 -8.934 -0.007
H -12.709 2.506 -10.062 0.228
H -11.348 2.759 -11.081 0.295
H -11.123 4.935 -10.189 0.318
C -17.683 -0.300 -8.235 -0.857
C -18.195 -1.372 -9.197 -0.293
O -19.410 -1.917 -8.756 -0.530
H -18.352 0.438 -7.792 0.373
H -16.751 0.177 -8.537 0.180
H -17.257 -0.819 -7.376 0.262
H -17.490 -2.195 -9.315 0.235
H -18.235 -0.928 -10.191 0.338
H -19.187 -2.219 -7.873 0.314
C -9.832 -2.804 -7.410 -1.523
C -9.342 -1.352 -7.225 0.720
C -9.012 -0.664 -8.551 -1.479
O -10.316 -0.575 -6.587 -0.447
H -10.165 -3.285 -6.491 0.358
H -9.094 -3.440 -7.900 0.423
H -10.629 -2.944 -8.141 0.352
H -8.472 -1.315 -6.569 0.209
H -8.535 0.312 -8.643 0.393
H -9.778 -0.719 -9.324 0.292
H -8.155 -1.204 -8.953 0.460
H -9.916 0.262 -6.341 0.143
C -13.962 -0.226 -8.187 -1.437
C -13.545 -0.012 -6.754 1.464
C -14.626 0.484 -5.778 -1.379
O -13.118 -1.180 -6.157 -0.643
H -13.190 -0.478 -8.915 0.265
H -14.512 0.656 -8.514 0.317
H -14.685 -1.016 -8.388 0.348
H -12.716 0.696 -6.720 -0.126
H -14.300 0.396 -4.742 0.253
H -15.631 0.064 -5.832 0.175
H -14.720 1.545 -6.008 0.374
H -12.161 -1.110 -6.128 0.437
```

Energy relative to the best compared isomer or geometry (same formula, charge and spin) (kcal/mol): 76.6
SMILES: CC(C)O.CC(C)O.CCO.CCO.CCO
Kohn-Sham gap (eV): 10.2157

---

Formula: C2H2ClF
Source: the OMol25 dataset
Level of theory: ωB97M-V/def2-TZVPD

Structure (XYZ):
```
6
Properties=species:S:1:pos:R:3:mulliken_charge:R:1
C -0.545 0.269 -0.343 -0.073
C 0.466 -0.368 0.284 -0.236
H -0.679 1.316 -0.477 0.318
H 0.565 -1.410 0.430 0.371
F -1.467 -0.332 -1.080 -0.215
Cl 1.660 0.525 1.186 -0.166
```

Energy relative to the best compared isomer or geometry (same formula, charge and spin) (kcal/mol): 6.8
SMILES: F/C=C/Cl
Kohn-Sham gap (eV): 10.7883

---

Formula: C4H4N2O3
Source: the OMol25 dataset
Level of theory: ωB97M-V/def2-TZVPD

Structure (XYZ):
```
13
Properties=species:S:1:pos:R:3:mulliken_charge:R:1
C 1.251 -0.411 0.725 -0.292
C 0.423 0.384 -0.041 0.182
C -0.965 0.172 -0.480 0.800
C -1.707 -1.083 -0.089 -1.311
N 2.412 0.185 0.932 -0.365
N 1.242 1.489 -0.439 0.748
O 1.023 2.484 -0.999 -0.595
O -1.489 0.949 -1.281 -0.559
O 2.473 1.290 0.233 -0.125
H 1.074 -1.306 1.271 0.414
H -1.340 -1.982 -0.671 0.265
H -2.689 -0.936 -0.130 0.439
H -1.707 -1.236 0.967 0.401
```

Energy relative to the best compared isomer or geometry (same formula, charge and spin) (kcal/mol): 132.9
Kohn-Sham gap (alpha / beta) (eV): 8.9581 / 8.9575

---

Formula: C2HF6NO5PtS2
Source: the OMol25 dataset
Level of theory: ωB97M-V/def2-TZVPD

Structure (XYZ):
```
18
Properties=species:S:1:pos:R:3:mulliken_charge:R:1
Pt 1.131 1.927 0.625 0.895
N 0.328 -0.445 -1.630 -0.415
S 1.067 -0.916 -0.325 1.030
O 2.013 -1.981 -0.597 -0.623
O 1.571 0.199 0.539 -0.540
C -0.262 -1.670 0.751 0.747
F -0.775 -2.716 0.136 -0.200
F -1.207 -0.775 0.972 -0.219
F 0.276 -2.042 1.896 -0.211
S -0.266 1.052 -1.850 0.678
O -1.540 0.977 -2.583 -0.594
C 0.967 1.673 -3.115 0.770
F 2.163 1.767 -2.562 -0.229
F 1.018 0.856 -4.149 -0.217
F 0.574 2.869 -3.522 -0.214
O 0.312 3.325 1.334 -0.529
H 0.501 4.236 1.093 0.309
O -0.223 2.538 -0.369 -0.438
```

2S+1: 3
Kohn-Sham gap (alpha / beta) (eV): 6.8013 / 7.0179

---

Formula: C18H36F2O14P2
Source: the OMol25 dataset
Level of theory: ωB97M-V/def2-TZVPD

Structure (XYZ):
```
72
Properties=species:S:1:pos:R:3:mulliken_charge:R:1
C 2.970 -20.386 -26.772 -0.324
C 2.491 -18.940 -26.814 0.380
O 1.253 -19.002 -27.445 -0.340
C 1.054 -20.246 -27.967 0.684
O 0.178 -20.549 -28.704 -0.485
O 1.969 -21.100 -27.484 -0.321
F 3.324 -18.161 -27.582 -0.298
H 3.008 -20.732 -25.738 0.267
H 3.941 -20.572 -27.225 0.221
H 2.440 -18.453 -25.845 0.234
C -2.152 -23.034 -28.695 -0.171
C -2.604 -23.482 -30.076 0.496
O -3.985 -23.676 -29.888 -0.372
C -4.212 -23.937 -28.569 0.510
O -5.205 -24.403 -28.129 -0.502
O -3.104 -23.639 -27.844 -0.319
F -2.032 -24.666 -30.443 -0.325
H -2.110 -21.944 -28.667 0.220
H -1.134 -23.390 -28.533 0.230
H -2.466 -22.770 -30.884 0.195
C 5.779 -22.688 -31.239 -1.132
C 4.581 -21.769 -31.329 -0.186
O 3.466 -22.259 -30.575 -0.169
P 2.304 -23.090 -31.214 0.721
O 1.473 -23.843 -30.295 -0.752
O 1.514 -21.968 -32.024 -0.289
C 0.355 -22.368 -32.752 0.222
C -0.377 -21.133 -33.258 -1.439
O 3.073 -23.876 -32.354 -0.168
C 2.726 -25.201 -32.798 -0.135
C 3.901 -25.717 -33.587 -1.239
H 5.592 -23.375 -30.404 0.317
H 5.967 -23.313 -32.106 0.271
H 6.669 -22.173 -30.878 0.334
H 4.827 -20.803 -30.881 0.406
H 4.312 -21.495 -32.350 0.254
H 0.617 -23.004 -33.604 0.192
H -0.311 -22.961 -32.119 0.094
H -0.436 -20.361 -32.497 0.300
H 0.150 -20.710 -34.118 0.417
H -1.343 -21.455 -33.649 0.405
H 2.486 -25.807 -31.928 0.363
H 1.874 -25.134 -33.479 0.238
H 4.089 -25.083 -34.452 0.291
H 4.801 -25.637 -32.968 0.277
H 3.800 -26.762 -33.871 0.407
C -12.588 -22.717 -25.937 -1.195
C -12.375 -23.751 -27.045 -0.029
O -11.376 -24.694 -26.636 -0.279
P -10.695 -25.656 -27.696 0.748
O -10.182 -26.890 -27.113 -0.745
O -11.804 -25.852 -28.811 -0.211
C -11.560 -26.820 -29.848 -0.214
C -12.891 -27.335 -30.347 -1.242
O -9.659 -24.722 -28.453 -0.243
C -8.622 -24.007 -27.765 -0.215
C -8.521 -22.632 -28.382 -1.125
H -13.350 -23.060 -25.233 0.338
H -11.709 -22.723 -25.285 0.319
H -12.805 -21.736 -26.339 0.320
H -13.296 -24.297 -27.252 0.282
H -12.095 -23.232 -27.965 0.278
H -11.027 -26.313 -30.656 0.244
H -10.946 -27.645 -29.493 0.371
H -12.741 -28.071 -31.139 0.390
H -13.419 -27.827 -29.528 0.311
H -13.549 -26.567 -30.752 0.302
H -8.796 -23.961 -26.689 0.311
H -7.687 -24.552 -27.893 0.334
H -7.955 -21.967 -27.728 0.350
H -8.086 -22.650 -29.380 0.279
H -9.520 -22.201 -28.491 0.339
```

Energy relative to the best compared isomer or geometry (same formula, charge and spin) (kcal/mol): 0.0
SMILES: O=C1OC[C@@H](F)O1.O=C1OC[C@@H](F)O1.CCOP(=O)(OCC)OCC.CCOP(=O)(OCC)OCC
Kohn-Sham gap (eV): 10.4435

---

Formula: C44H70Cl3NO18P
Source: the OMol25 dataset
Level of theory: ωB97M-V/def2-TZVPD

Structure (XYZ):
```
137
Properties=species:S:1:pos:R:3:mulliken_charge:R:1
C -2.355 2.137 -2.648 -1.898
C -1.193 2.480 -3.581 1.914
C -0.415 3.667 -3.015 -0.751
C 1.041 3.860 -3.435 -1.297
C 1.867 2.581 -3.317 -0.750
C 1.171 1.404 -4.118 1.312
N -0.255 1.264 -3.592 1.212
O -0.766 0.161 -3.527 -0.378
C 1.947 0.123 -3.767 -1.489
C 1.283 1.652 -5.640 -1.751
C -1.619 2.779 -5.027 -1.598
H -2.082 1.677 -1.697 0.245
H -3.105 1.462 -3.066 0.434
H -2.941 3.018 -2.381 0.476
H -0.373 3.725 -1.924 -0.172
H -0.967 4.582 -3.236 0.623
H 1.538 4.640 -2.861 0.523
H 1.049 4.130 -4.495 0.419
H 1.838 2.340 -2.251 -0.116
H 2.904 2.734 -3.606 0.660
H 1.654 -0.753 -4.340 0.555
H 1.907 0.020 -2.680 -0.075
H 3.012 0.343 -3.851 0.483
H 0.824 2.520 -6.106 0.296
H 0.862 0.807 -6.193 0.428
H 2.316 1.659 -5.989 0.425
H -1.919 1.854 -5.527 0.306
H -0.914 3.384 -5.586 0.314
H -2.587 3.282 -5.081 0.517
C -3.666 -1.155 5.063 -1.566
C -3.076 -0.917 3.654 0.438
C -3.850 -1.544 2.523 -0.765
C -3.199 -1.499 1.097 0.026
P -2.770 -3.157 0.409 0.565
C -1.963 -4.114 1.687 -1.146
C -0.647 -3.413 2.151 0.745
C 0.170 -4.258 3.132 -0.715
C 1.443 -3.629 3.698 -1.159
C -4.277 -4.035 -0.135 -1.667
C -5.373 -4.246 0.929 -0.317
C -6.658 -4.769 0.212 -0.519
C -7.884 -4.842 1.121 -1.370
C -1.727 -2.822 -1.056 0.337
C -1.397 -4.069 -1.881 -0.860
C -0.568 -3.742 -3.144 -0.720
C 0.868 -3.359 -2.786 -0.697
H -3.054 -0.817 5.897 0.418
H -3.805 -2.235 5.177 0.352
H -4.662 -0.735 5.203 0.337
H -2.006 -1.126 3.610 0.051
H -3.039 0.174 3.564 0.035
H -4.856 -1.146 2.408 0.443
H -3.890 -2.611 2.759 0.183
H -2.229 -0.993 1.069 -0.545
H -3.830 -0.943 0.403 0.760
H -1.586 -5.026 1.215 0.646
H -2.560 -4.361 2.563 0.693
H -0.849 -2.433 2.584 -0.266
H -0.068 -3.127 1.269 -0.191
H 0.565 -5.140 2.618 0.323
H -0.487 -4.659 3.906 0.398
H 2.066 -3.328 2.852 0.090
H 2.021 -4.415 4.184 0.453
H 1.392 -2.752 4.342 0.358
H -3.870 -5.007 -0.444 0.697
H -4.544 -3.699 -1.140 0.547
H -5.739 -3.314 1.363 0.102
H -4.993 -4.908 1.704 0.417
H -6.392 -5.784 -0.101 0.344
H -6.942 -4.258 -0.708 0.367
H -8.257 -3.831 1.303 0.337
H -7.742 -5.385 2.053 0.328
H -8.741 -5.281 0.607 0.421
H -0.836 -2.293 -0.718 -0.505
H -2.331 -2.239 -1.755 0.654
H -2.269 -4.658 -2.172 0.430
H -0.774 -4.757 -1.302 0.256
H -0.979 -2.936 -3.759 0.250
H -0.660 -4.606 -3.803 0.404
H 1.528 -3.390 -3.653 0.447
H 1.313 -4.101 -2.117 0.378
H 0.904 -2.392 -2.284 -0.174
Cl 0.374 0.475 0.750 -0.100
O 1.411 1.468 0.788 0.043
O 0.056 0.125 -0.622 -0.118
O 0.818 -0.719 1.423 0.087
O -0.857 1.000 1.289 -0.349
C 6.118 0.076 2.720 -0.698
C 4.823 0.151 3.113 0.040
C 4.297 -0.582 4.340 0.869
O 3.138 -0.569 4.688 -0.603
C 5.316 -1.342 5.069 -1.154
C 6.534 -1.542 4.558 0.463
C 7.087 -0.810 3.395 0.930
O 8.267 -0.871 3.112 -0.621
O 7.450 -2.371 5.086 -0.578
O 3.933 0.925 2.478 -0.228
H 6.371 0.524 1.768 0.519
H 5.002 -1.903 5.938 0.436
H 8.247 -2.323 4.534 0.370
H 3.091 0.945 2.958 0.196
C 5.927 4.310 -0.346 -0.565
C 4.943 3.397 -0.352 0.303
C 4.941 2.144 -1.181 0.408
O 4.007 1.375 -1.168 0.061
C 6.142 2.025 -2.024 -1.188
C 7.193 2.857 -1.934 0.647
C 7.177 4.136 -1.133 0.562
O 7.987 5.015 -1.309 -0.571
O 8.325 2.605 -2.621 -0.538
O 3.948 3.515 0.560 -0.512
H 5.852 5.094 0.395 0.467
H 6.281 1.167 -2.669 0.452
H 8.940 3.323 -2.404 0.333
H 3.544 2.650 0.732 0.093
C -3.131 5.646 -0.116 -1.189
C -4.213 6.324 0.283 0.520
C -5.204 5.806 1.289 0.576
O -6.198 6.366 1.682 -0.570
C -4.801 4.519 1.870 -0.616
C -3.699 3.852 1.488 0.283
C -2.720 4.375 0.488 0.641
O -1.746 3.742 0.125 -0.069
O -3.306 2.714 2.094 -0.581
O -4.422 7.602 -0.055 -0.538
H -2.412 6.070 -0.804 0.491
H -5.434 4.109 2.644 0.481
H -2.581 2.417 1.520 0.230
H -5.205 7.959 0.389 0.347
O 0.827 4.770 1.013 -0.685
H 0.465 3.919 0.744 0.241
H 1.754 4.591 1.198 0.337
C 3.536 -1.996 -0.085 1.448
Cl 4.393 -2.317 -1.615 -0.214
Cl 4.423 -2.824 1.205 -0.144
H 3.488 -0.926 0.099 -0.556
H 2.554 -2.436 -0.226 -0.600
```

Total charge: +1
Kohn-Sham gap (eV): 5.3849

---

Formula: C5H9NO
Source: the OMol25 dataset
Level of theory: ωB97M-V/def2-TZVPD

Structure (XYZ):
```
16
Properties=species:S:1:pos:R:3:mulliken_charge:R:1
C 1.923 -0.250 0.093 -1.511
C 0.628 0.515 0.190 -0.179
C -0.506 0.019 -0.717 0.091
O -0.462 -1.373 -0.987 -0.557
C -1.912 0.275 -0.091 -0.566
C -1.741 0.117 1.363 0.158
N -0.793 0.191 2.062 -0.476
H 2.415 -0.218 -0.889 0.335
H 2.628 0.160 0.822 0.398
H 1.738 -1.299 0.355 0.409
H 0.726 1.603 0.063 0.341
H 0.392 0.330 1.645 0.355
H -0.522 0.579 -1.678 0.234
H 0.372 -1.564 -1.437 0.330
H -2.653 -0.392 -0.535 0.353
H -2.232 1.309 -0.259 0.284
```

Energy relative to the best compared isomer or geometry (same formula, charge and spin) (kcal/mol): 94.4
Kohn-Sham gap (eV): 9.1842

---

Formula: C46H47AsCdIN6S
Source: the OMol25 dataset
Level of theory: ωB97M-V/def2-TZVPD

Structure (XYZ):
```
103
Properties=species:S:1:pos:R:3:mulliken_charge:R:1
Cd -0.360 1.260 -1.030 1.875
N 0.555 3.420 -2.085 -0.571
C 0.753 3.412 -3.543 -0.170
C -0.417 2.722 -4.242 -1.260
N -0.657 1.381 -3.735 0.102
C 0.055 0.284 -4.364 -1.092
C 1.440 0.119 -3.769 -0.549
N 1.381 -0.046 -2.314 -0.306
H -0.193 4.061 -1.835 0.280
H 1.383 3.768 -1.612 0.015
H 1.691 2.899 -3.757 0.002
H 0.843 4.422 -3.954 0.506
H -0.250 2.739 -5.328 0.326
H -1.319 3.309 -4.047 0.466
H -1.648 1.184 -3.736 0.318
H 0.144 0.404 -5.453 0.394
H -0.518 -0.631 -4.184 0.346
H 2.049 0.997 -3.989 0.260
H 1.937 -0.725 -4.261 0.505
H 2.318 0.027 -1.929 0.188
H 1.054 -0.985 -2.069 -0.393
I -1.764 3.529 0.696 0.104
C -3.549 2.756 -0.122 0.382
C -4.654 3.514 0.138 -0.655
C -5.928 3.070 -0.272 -0.752
C -6.048 1.867 -0.894 -0.869
C -4.911 1.062 -1.156 1.151
C -5.085 -0.205 -1.762 -1.077
C -4.008 -0.998 -2.017 -0.854
C -2.709 -0.529 -1.717 1.383
C -2.464 0.696 -1.137 -1.771
C -3.597 1.503 -0.806 1.066
H -4.562 4.449 0.673 0.431
H -6.796 3.683 -0.071 0.396
H -7.020 1.498 -1.197 0.392
H -6.089 -0.530 -2.007 0.346
H -4.140 -1.977 -2.461 0.499
H -1.878 -1.182 -1.965 -0.061
N -0.515 -0.078 1.336 0.232
C -0.863 -0.635 2.277 -0.386
C -1.265 -1.307 3.479 0.279
C -0.312 -1.541 4.469 -0.147
C -0.694 -2.183 5.634 -0.620
C -2.013 -2.582 5.807 -0.407
C -2.957 -2.344 4.817 -0.692
C -2.588 -1.706 3.646 -0.448
H 0.712 -1.226 4.313 0.383
H 0.038 -2.371 6.408 0.428
H -2.308 -3.079 6.722 0.409
H -3.984 -2.653 4.961 0.431
H -3.312 -1.508 2.866 0.647
N 0.313 -4.218 -3.501 -0.372
C -0.235 -4.258 -2.264 0.174
S 0.025 -3.014 -1.173 -0.220
N -0.981 -5.359 -2.029 -0.121
C -1.679 -5.732 -0.845 0.322
C -2.494 -4.847 -0.154 0.021
C -3.181 -5.297 0.964 -0.728
C -3.074 -6.614 1.385 -0.561
C -2.278 -7.497 0.672 -0.585
C -1.580 -7.057 -0.440 -0.552
H 1.000 -3.506 -3.672 0.199
H 0.297 -5.013 -4.118 0.177
H -0.887 -6.108 -2.698 0.271
H -2.599 -3.826 -0.489 0.502
H -3.817 -4.609 1.503 0.413
H -3.615 -6.953 2.258 0.401
H -2.196 -8.531 0.982 0.371
H -0.949 -7.744 -0.994 0.373
C 1.559 5.453 3.259 -0.629
C 0.889 4.268 3.536 -0.627
C 1.093 3.152 2.739 -0.408
C 1.978 3.212 1.662 0.176
C 2.645 4.400 1.387 -0.457
C 2.435 5.518 2.186 -0.646
As 2.121 1.663 0.503 1.171
C 3.796 2.035 -0.411 0.014
C 3.743 2.389 -1.757 0.603
C 4.905 2.680 -2.460 -0.729
C 6.131 2.615 -1.816 -0.630
C 6.192 2.257 -0.474 -0.729
C 5.031 1.967 0.227 -0.377
C 2.690 0.280 1.743 0.346
C 3.254 0.559 2.982 -0.319
C 3.686 -0.479 3.800 -0.830
C 3.551 -1.796 3.385 -0.655
C 2.981 -2.080 2.150 -0.491
C 2.551 -1.045 1.335 -0.279
H 1.400 6.323 3.881 0.391
H 0.203 4.214 4.372 0.444
H 0.560 2.231 2.953 0.495
H 3.341 4.456 0.558 0.368
H 2.963 6.438 1.971 0.438
H 2.782 2.433 -2.262 -0.637
H 4.854 2.955 -3.506 0.454
H 7.040 2.838 -2.358 0.394
H 7.149 2.204 0.028 0.437
H 5.092 1.684 1.270 0.404
H 3.358 1.585 3.317 0.452
H 4.133 -0.254 4.760 0.426
H 3.888 -2.602 4.024 0.423
H 2.863 -3.105 1.823 0.450
H 2.095 -1.278 0.379 0.008
```

Energy relative to the best compared isomer or geometry (same formula, charge and spin) (kcal/mol): 5.9
Total charge: +1
Kohn-Sham gap (eV): 8.1965

---

Calculated values (a.u.) of electronic energy for the records, taken in order: -853.69299 -637.42494 -489.87203 -2022.29925 -2643.50675 -4848.98406 -325.78706 -5208.86887.